No. 1
Computed, not measured: a 3-piece molecular cluster, C32H47F18N2O7PSi overall, with ωB97M-V with the def2-TZVPD basis set.

Element x y z (Å)
C 4.9669 4.4335 -0.6416
C 3.8379 3.6203 0.0112
O 3.8838 2.2494 -0.3375
C 3.3518 1.9776 -1.6066
C 1.8092 2.0676 -1.6961
C 1.3010 1.2224 -2.8565
N 0.0519 1.7452 -3.4084
O 1.1343 1.8126 -0.4577
C 1.1885 0.5206 0.0429
O 2.0403 0.4186 1.2026
N 1.8411 1.4628 2.0830
O 2.6125 1.4037 2.9603
C -0.2110 0.0275 0.3780
O -0.8385 -0.2134 -0.8712
C -2.2526 -0.2979 -0.8236
C -2.7438 -1.7293 -1.0552
C -2.8621 0.6983 -1.8309
F -2.0067 1.7748 -1.9718
F -2.9171 0.1198 -3.0826
C -4.2312 1.2599 -1.4404
C -5.4413 0.4298 -1.8827
Si -7.1340 1.2003 -1.5139
C -7.7855 2.0715 -3.0336
C -8.2656 -0.2450 -1.1086
C -7.0658 2.3561 -0.0271
C -7.8742 2.1109 1.1016
C -7.8452 2.9532 2.2217
C -7.0018 4.0672 2.2383
C -6.2007 4.3394 1.1250
C -6.2379 3.4976 0.0110
P -0.3917 -1.4871 1.4576
C -0.4528 -0.8379 3.1682
C 1.1985 -2.3899 1.3486
H 4.6125 5.0261 -1.4872
H 5.3800 5.1415 0.0808
H 5.7621 3.7692 -0.9788
H 2.8732 4.0786 -0.2266
H 3.9371 3.6572 1.0969
H 3.6996 0.9820 -1.8975
H 3.7603 2.6793 -2.3468
H 1.5377 3.1013 -1.9293
H 2.0816 1.2500 -3.6270
H 1.1989 0.1748 -2.5564
H -0.4050 2.3361 -2.7275
H -0.5984 0.9977 -3.6028
H 1.6652 -0.1463 -0.6772
H -0.7145 0.8632 0.8894
H -2.6128 0.0254 0.1597
H -2.9046 -2.2141 -0.0935
H -1.9859 -2.2967 -1.5907
H -3.6828 -1.7378 -1.6065
H -4.2486 1.3919 -0.3568
H -4.2726 2.2544 -1.8889
H -5.3831 0.2697 -2.9614
H -5.4449 -0.5387 -1.3785
H -8.6606 2.6855 -2.8215
H -7.0310 2.6892 -3.5286
H -8.0821 1.2996 -3.7521
H -9.3241 -0.0038 -1.2058
H -8.0764 -0.5831 -0.0864
H -8.0199 -1.0779 -1.7712
H -8.5419 1.2586 1.1258
H -8.4798 2.7350 3.0729
H -6.9704 4.7195 3.1026
H -5.5485 5.2046 1.1215
H -5.6147 3.7441 -0.8404
H -1.4924 -0.5785 3.3769
H -0.1534 -1.6297 3.8553
H 0.1636 0.0373 3.3749
H 1.0137 -3.4128 1.6733
H 1.5361 -2.3898 0.3117
H 1.9869 -1.9543 1.9641
F 1.2170 -7.8377 -1.3194
C 0.6682 -9.0190 -0.9698
F 1.0656 -9.9583 -1.8550
C -0.8607 -8.9326 -1.0058
F -1.2809 -8.7255 -2.2674
F -1.2800 -10.1743 -0.6133
C -1.5349 -7.9511 -0.0422
O -1.9220 -6.7069 -0.5791
C -1.0922 -5.6291 -0.5817
F 0.0611 -5.8635 0.0713
F -1.7217 -4.6188 0.0581
C -0.8298 -5.1169 -2.0046
F -0.2715 -6.0823 -2.7570
F 0.0286 -4.0739 -1.9283
H 1.0124 -9.3017 0.0284
H -2.4738 -8.4329 0.2247
H -0.9505 -7.8384 0.8715
H -1.7671 -4.7891 -2.4580
F 8.7192 3.1684 4.5023
C 7.5675 2.5051 4.7365
F 7.7180 1.7660 5.8578
C 7.2419 1.5651 3.5728
F 8.1800 0.6009 3.4861
F 6.0608 0.9796 3.9288
C 6.9916 2.1999 2.2025
O 8.0666 2.1911 1.2888
C 8.9743 3.1989 1.2323
F 8.6617 4.2272 2.0392
F 8.9850 3.6712 -0.0396
C 10.3994 2.6957 1.5014
F 10.4724 2.1300 2.7208
F 11.2412 3.7526 1.4631
H 6.7556 3.2211 4.8882
H 6.2387 1.5663 1.7348
H 6.5546 3.1945 2.3029
H 10.6855 1.9698 0.7385

Its LUMO energy is 0.450 eV. As for the multiplicity: 1. The SMILES is CCOC[C@@H](CN)O[C@@H](ON=O)[C@@H](O[C@H](C)C(F)(F)CC[Si](C)(C)c1ccccc1)P(C)C.FC(F)C(F)(F)COC(F)(F)C(F)F.FC(F)C(F)(F)COC(F)(F)C(F)F.

=====

No. 2
Computed, not measured: a 12-piece molecular cluster, C32H47N11O12P overall, with ωB97M-V with the def2-TZVPD basis set.

Element x y z (Å)
P 0.0938 -0.0982 0.0054
O 0.2278 0.8408 -1.1166
O -1.0482 -1.1232 -0.4056
O -0.3252 0.6978 1.1204
O 1.3758 -0.6842 0.2164
N 0.7268 3.2318 -0.3286
C 0.5088 3.7498 0.9024
C 1.2528 5.0488 1.0254
C 1.7428 5.3688 -0.3676
C 1.4208 4.0608 -1.1476
H 0.4638 2.1298 -0.5096
H 0.1348 3.0848 1.5204
H 1.5178 5.3668 1.8664
H 2.3308 6.0938 -0.5306
H 1.8788 3.6058 -2.0356
N -0.9742 -3.6202 -0.0216
C 0.1028 -4.4722 -0.2776
C -0.4472 -5.8902 -0.3466
C -1.8122 -5.7682 0.2264
C -2.1252 -4.3242 0.3164
H -1.1072 -2.6122 -0.0856
H 1.1318 -4.0242 -0.4686
H 0.0638 -6.7082 -0.3676
H -2.4812 -6.4072 0.6474
H -3.1402 -3.9152 0.5504
N -1.2752 1.6228 3.2554
C -0.7082 1.4278 4.4964
C -1.4552 2.2808 5.4904
C -2.3672 3.0218 4.6314
C -2.1532 2.5238 3.2134
H -0.9502 1.2468 2.3734
H 0.1158 0.8698 4.5764
H -1.2622 2.2768 6.3944
H -3.0992 3.7858 4.8334
H -2.6452 2.7468 2.3674
N 3.4338 0.2538 -1.9826
C 3.8098 1.6248 -1.8236
C 5.2178 1.7738 -2.4076
C 5.4658 0.4308 -3.0686
C 4.2748 -0.4272 -2.6486
H 2.4798 -0.1352 -1.5126
H 3.3408 2.3698 -1.1506
H 5.8008 2.5358 -2.4956
H 6.4498 0.0408 -3.5716
H 4.3098 -1.6962 -2.9466
N 0.5118 1.8688 -4.2106
C -0.3442 2.5448 -4.9886
C 0.2848 2.8778 -6.2286
C 1.6348 2.2118 -6.1556
C 1.6688 1.6178 -4.8036
H 0.2898 1.3328 -3.2396
H -1.3812 2.6498 -4.6396
H -0.2472 3.4298 -6.9966
H 2.2698 2.2478 -7.1046
H 2.4058 1.3168 -4.2976
N 2.7288 -2.4362 1.2444
C 2.8058 -2.6252 2.6284
C 3.6698 -3.7752 2.9204
C 4.1098 -4.2642 1.6044
C 3.5358 -3.3302 0.5434
H 2.1538 -1.5722 0.8894
H 2.1328 -1.9842 3.3304
H 4.0058 -4.2432 3.8914
H 4.7658 -4.9872 1.2924
H 3.5748 -3.2482 -0.5346
N -2.9752 -1.2782 -2.6436
C -2.8242 -0.6282 -3.7916
C -4.0292 -1.0792 -4.6996
C -4.9682 -1.6722 -3.8016
C -4.2272 -1.9282 -2.5546
H -2.2012 -1.0652 -2.0286
H -1.8862 -0.4242 -4.2106
H -4.0322 -0.9322 -5.7936
H -5.9462 -2.0222 -3.9616
H -4.4202 -2.4982 -1.5416
C 2.5278 0.8758 2.3284
N 3.2418 1.2098 3.5524
O 2.6878 0.8758 4.6234
O 4.4038 1.4118 3.5414
H 1.8888 0.1088 2.2194
H 3.3148 0.4968 1.6644
H 2.0968 1.7748 1.8914
C -3.8572 -0.2772 1.6854
N -4.5882 -1.3632 2.3724
O -4.0362 -1.6402 3.4384
O -5.4382 -1.9142 1.8404
H -4.5812 0.4688 1.3244
H -3.2132 -0.7872 0.8484
H -3.3522 0.0978 2.4714
C -0.6252 -2.3262 2.8914
N -0.7312 -2.8332 4.2944
O -1.5492 -3.7402 4.5074
O 0.1838 -2.5702 5.0894
H -1.7182 -2.4162 2.4344
H 0.3088 -2.9362 2.2824
H -0.4432 -1.2052 2.7754
C -2.7252 1.9428 -0.8966
N -2.9692 3.4368 -1.0676
O -2.8882 3.9828 -2.1756
O -3.4112 3.9918 -0.1006
H -2.1922 1.7478 0.1734
H -2.0342 1.6578 -1.6836
H -3.6612 1.6208 -0.8546

Its LUMO energy is 6.076 eV. Its relative energy (zero: lowest compared OMol25 entry of this formula, charge and spin) is 0.0 kJ/mol. The total charge is -3. As for the multiplicity: 1.

=====

No. 3
Computed, not measured: C32H48As2Ca2F15NO26 as an isolated structure, with ωB97M-V with the def2-TZVPD basis set.

Element x y z (Å)
Ca -4.0642 8.7923 -1.9505
Ca -4.8372 2.5662 2.7835
As -9.5964 -7.6330 3.8494
F -8.7841 -6.6320 5.1128
F -7.9584 -8.0953 3.3012
F -10.1361 -8.8174 2.5799
F -11.2864 -7.1383 4.2035
F -9.6918 -6.2898 2.5728
F -9.7267 -8.9268 5.0514
As -10.2369 0.5680 -2.3613
F -11.2960 1.8490 -1.5729
F -11.6518 0.1034 -3.4639
F -9.1623 -0.7032 -3.1008
F -8.8760 1.0086 -1.2658
F -10.9446 -0.7127 -1.2425
F -9.6440 1.6387 -3.5496
C -2.6222 1.5550 -1.7685
O -2.7811 0.5535 -0.7732
O -3.1476 2.6834 -1.1553
C -1.2663 1.5964 -2.5673
F -1.2783 0.5533 -3.3002
F -1.2193 2.6437 -3.4352
F -0.0836 1.6566 -1.9780
C -2.8735 -0.8128 -1.1504
C -3.3000 -1.7555 -0.0032
H -2.4282 -2.1404 0.5260
H -4.0536 -1.2770 0.6223
H -3.6837 -2.7448 -0.2522
H -1.8970 -1.0903 -1.5475
H -3.5079 -0.9378 -2.0279
H -3.3056 1.1978 -2.5388
N -9.5727 0.3359 4.7763
O -10.2448 -0.6972 4.6421
O -8.4006 0.3272 4.6757
O -10.2265 1.3664 5.0075
C 6.5682 -2.3710 -6.8364
C 5.8840 -1.1222 -6.4071
C 5.4956 -0.9583 -4.8810
O 6.1910 0.1602 -4.3906
C 6.9962 0.6479 -5.4474
O 7.6500 1.6271 -5.2287
O 6.8746 -0.1764 -6.5380
H 7.2751 -2.1783 -7.6434
H 6.0188 -3.2880 -7.0496
H 7.2349 -2.7660 -6.0699
H 5.1996 -0.6510 -7.1125
H 5.6345 -1.8713 -4.3019
H 4.4286 -0.7483 -4.9561
C 3.7194 3.9887 6.6737
C 3.4664 2.4482 6.1912
C 3.0897 1.4585 7.2561
O 1.7825 1.1989 6.8697
C 1.5801 1.6891 5.6242
O 0.5219 1.5370 4.9750
O 2.4647 2.3916 5.2323
H 4.6993 4.2343 7.0831
H 2.9063 4.2293 7.3587
H 3.5945 4.6485 5.8151
H 4.3871 2.0753 5.7425
H 2.9927 1.8941 8.2505
H 3.7614 0.6087 7.1347
C 4.2525 -3.7073 1.3615
C 5.5151 -3.5995 2.1846
C 6.1545 -4.9584 2.4726
O 7.5111 -4.7466 2.0947
C 7.7084 -3.5790 1.5764
O 8.7887 -3.0786 1.4038
O 6.5382 -2.9202 1.5936
H 4.3309 -3.9554 0.3030
H 3.7223 -2.8058 1.6684
H 3.7350 -4.5119 1.8840
H 5.2736 -3.2103 3.1737
H 5.6347 -5.7303 1.9051
H 5.9335 -5.2603 3.4964
C 4.9565 11.8857 1.4650
C 4.6958 11.1849 0.1172
C 5.1430 9.6797 0.0895
O 4.0230 8.8091 0.2246
C 2.9671 9.5453 -0.0911
O 1.9876 9.0577 -0.6098
O 3.2990 10.8306 -0.1649
H 6.0280 12.0718 1.5383
H 4.6954 11.1301 2.2059
H 4.3682 12.8032 1.4555
H 5.1471 11.8427 -0.6256
H 5.7445 9.2350 0.8824
H 5.6395 9.5224 -0.8681
C -2.6501 -3.5889 9.6600
C -2.2572 -5.0644 9.1893
C -2.7322 -5.4329 7.8093
O -1.6468 -5.9477 7.0864
C -0.4952 -5.7026 7.7949
O 0.6138 -6.1041 7.4970
O -0.8414 -5.0186 8.9824
H -2.2102 -2.6845 9.2397
H -2.3602 -3.5646 10.7105
H -3.7128 -3.3704 9.5554
H -2.4013 -5.8118 9.9696
H -3.2792 -4.5599 7.4531
H -3.4298 -6.2463 8.0087
C -4.8505 -7.5910 -3.3132
C -3.9293 -7.2624 -4.4734
C -4.4365 -6.1320 -5.5020
O -3.1342 -5.4553 -5.7090
C -2.1005 -5.9635 -4.8725
O -0.9663 -5.5685 -4.7621
O -2.5811 -6.9000 -4.1320
H -4.3488 -8.0254 -2.4485
H -5.6364 -8.2939 -3.5896
H -5.2089 -6.6277 -2.9504
H -3.8086 -8.1477 -5.0977
H -5.1169 -5.3918 -5.0809
H -4.8642 -6.6371 -6.3680
C 3.2676 7.5898 -6.9389
C 3.7560 6.2482 -7.2338
C 3.0396 5.3868 -8.2382
O 3.9919 5.0855 -9.2585
C 5.0531 5.8569 -9.0093
O 5.9750 6.0718 -9.8102
O 5.0156 6.3636 -7.8018
H 3.5275 7.8555 -5.9142
H 2.1875 7.5549 -7.0814
H 3.6821 8.4115 -7.5230
H 3.6611 5.6524 -6.3260
H 2.0474 5.7543 -8.5001
H 2.7555 4.4292 -7.8017

Its LUMO energy is -7.467 eV. Its relative energy (zero: lowest compared OMol25 entry of this formula, charge and spin) is 2649.6 kJ/mol. As for the multiplicity: 1.

=====

No. 4
Computed, not measured: C32H48As3BiF4N4OS5 as an isolated structure, with ωB97M-V with the def2-TZVPD basis set.

Element x y z (Å)
Bi -0.2331 -0.7016 1.5394
C 1.8204 0.4221 5.9592
C 1.2401 -0.3399 4.7740
N 1.3094 0.3587 3.4807
C 2.6731 0.6380 3.0124
C 3.5788 -0.5799 2.9834
C 0.5257 1.5965 3.4445
C -0.9469 1.3892 3.7788
N -1.4729 0.1771 3.1617
C -2.7393 -0.2177 3.5707
C -2.9939 -1.5328 3.9784
F -1.9833 -2.4041 4.0418
C -4.2532 -1.9574 4.3499
F -4.4184 -3.2364 4.7150
C -5.3289 -1.0939 4.3786
C -5.0936 0.2159 4.0200
F -6.1008 1.1026 4.0327
C -3.8410 0.6447 3.6243
F -3.7012 1.9353 3.2634
H 1.7475 -0.1940 6.8557
H 1.2811 1.3498 6.1554
H 2.8742 0.6666 5.8135
H 0.1916 -0.5827 4.9488
H 1.7492 -1.2970 4.6595
H 3.1304 1.4341 3.6172
H 2.5733 1.0439 2.0009
H 3.8456 -0.9207 3.9839
H 4.5055 -0.3311 2.4649
H 3.1051 -1.4130 2.4606
H 0.6250 2.0039 2.4319
H 0.9348 2.3581 4.1215
H -1.4685 2.2981 3.4624
H -1.0757 1.3271 4.8674
H -6.3113 -1.4281 4.6766
C -3.2869 1.2261 0.1577
As -1.8235 0.9709 -1.1183
C -2.9365 0.3307 -2.5981
C -1.6971 2.9005 -1.5397
C -0.6066 3.4095 -2.5007
C -1.0553 4.8012 -2.9742
C 0.7459 3.5958 -1.7925
As 1.4437 2.2427 -0.5318
C 3.1328 3.1955 -0.2182
C 2.1906 0.9166 -1.7625
C -0.5037 2.4603 -3.7047
As 0.4038 3.1032 -5.3467
C -0.2727 1.6353 -6.4588
C 2.1967 2.3387 -5.1098
H -4.0962 1.7872 -0.3116
H -2.9254 1.7768 1.0244
H -3.6697 0.2626 0.4941
H -3.6874 1.0760 -2.8646
H -3.4378 -0.5763 -2.2584
H -2.3321 0.0905 -3.4704
H -1.5985 3.4042 -0.5723
H -2.6798 3.1739 -1.9379
H -1.3040 5.4269 -2.1140
H -1.9413 4.7292 -3.6098
H -0.2747 5.3032 -3.5473
H 0.6811 4.4928 -1.1666
H 1.5282 3.7942 -2.5317
H 3.6048 3.4758 -1.1607
H 3.8133 2.5518 0.3400
H 2.9470 4.0934 0.3709
H 2.6978 1.4095 -2.5897
H 1.4116 0.2556 -2.1381
H 2.9117 0.3096 -1.2148
H -1.5186 2.2485 -4.0558
H -0.0630 1.5009 -3.4148
H -1.3351 1.7798 -6.6519
H -0.1218 0.6731 -5.9671
H 0.2537 1.6340 -7.4125
H 2.7710 2.9091 -4.3809
H 2.7144 2.3993 -6.0672
H 2.1447 1.2947 -4.8004
O -0.5088 -6.9569 -0.9348
C -0.6349 -5.9824 -0.2304
S -2.0067 -4.8770 -0.3231
C -1.3816 -3.6814 0.7961
C -0.2199 -3.9626 1.4052
S 0.6898 -2.9234 2.4887
S 0.5583 -5.4699 0.9620
S -2.2619 -2.1634 0.8389
N 1.6871 -6.3304 -3.2067
C 2.5059 -5.2737 -3.1421
S 3.9646 -5.1840 -3.8952
C 1.9690 -4.1321 -2.3459
C 0.6668 -3.6839 -2.5209
C 0.2100 -2.6382 -1.7326
N 0.9465 -2.0657 -0.7846
C 2.2004 -2.4949 -0.6326
C 2.7619 -3.5003 -1.3962
H 2.0119 -7.1442 -3.7032
H 0.8977 -6.4355 -2.5796
H 0.0120 -4.1332 -3.2561
H -0.8039 -2.2664 -1.8375
H 2.7756 -2.0245 0.1585
H 3.7868 -3.8106 -1.2496

Its LUMO energy is -0.139 eV. Its relative energy (zero: lowest compared OMol25 entry of this formula, charge and spin) is 0.0 kJ/mol. As for the multiplicity: 1.

=====

Calculated frontier orbital gap, 8.91, 6.79, 1.37, 7.37 eV (same order as the records).